# C5H6BrN3

The molecule C5H6BrN3 (ωB97M-V/def2-TZVPD, the OMol25 dataset).

As for the SMILES: Br/C=C/[C@H]1C=NC=NN1. As for the energy above the lowest of the compared OMol25 structures with the same formula, charge and spin: 33.7 kcal per mole.

```
! wB97M-V def2-TZVPD RIJCOSX def2/J DEFGRID3
* xyz 0 1
Br -4.08279 -0.06533 0.25995
C -2.23790 -0.55870 0.14821
C -1.49730 0.33406 -0.48420
C 0.02833 0.37016 -0.43269
C 0.36470 0.59804 1.04592
N 1.32038 0.04162 1.64545
C 1.98163 -0.96233 1.00275
N 1.62914 -1.51910 -0.11905
N 0.63952 -0.87742 -0.88881
H -2.02838 -1.34540 0.87866
H -2.03938 1.22416 -0.83310
H 0.42306 1.22945 -1.00265
H -0.33692 1.08367 1.57817
H 2.81201 -1.39658 1.50823
H 0.07450 -1.66714 -1.22248
*
```

Atomic charges from the Mulliken analysis, expressed in e, are listed below: atom 1 (Br): -0.18, atom 2 (C): -0.17, atom 3 (C): -0.68, atom 4 (C): 0.30, atom 5 (C): -0.37, atom 6 (N): -0.55, atom 7 (C): -0.05, atom 8 (N): -0.60, atom 9 (N): -0.05, atom 10 (H): 0.40, atom 11 (H): 0.32, atom 12 (H): 0.26, atom 13 (H): 0.61, atom 14 (H): 0.42, atom 15 (H): 0.34


# C6H16NOSi

The ion C6H16NOSi with charge +1 (ωB97M-V/def2-TZVPD, the OMol25 dataset).

As for the SMILES: C[SiH2][C@@]1([NH3+])CCCCO1. As for the energy above the lowest of the compared OMol25 structures with the same formula, charge and spin: 41.7 kcal per mole.

```
! wB97M-V def2-TZVPD RIJCOSX def2/J DEFGRID3
* xyz 1 1
C -2.95562 0.69128 -0.93726
Si -2.19796 0.18088 0.66059
C -0.31294 -0.31913 0.27696
N -0.20433 -1.90230 -0.04029
C 0.34284 0.49937 -0.97323
C 1.84069 0.37893 -0.99175
C 2.32449 0.80001 0.42420
C 1.78031 -0.05820 1.55343
O 0.27312 0.08122 1.44994
H -3.04139 1.79570 -0.82182
H -2.22146 0.45094 -1.76852
H -3.89158 0.34863 -1.30262
H -2.41400 0.74534 1.93509
H -2.88649 -1.11734 1.02747
H 0.69639 -2.10009 -0.38608
H -0.74040 -2.09430 -0.90054
H -0.40410 -2.50924 0.72649
H 0.06810 1.48345 -0.60405
H -0.31202 0.36155 -1.86035
H 2.40559 1.06361 -1.73510
H 2.36206 -0.65734 -1.08973
H 3.45630 0.76813 0.72980
H 2.04863 1.93040 0.58300
H 2.02264 -1.14903 1.43470
H 1.96115 0.32754 2.60967
*
```

Atomic charges from the Mulliken analysis, expressed in e, are listed below: atom 1 (C): -0.86, atom 2 (Si): 0.23, atom 3 (C): 0.26, atom 4 (N): -0.20, atom 5 (C): -0.89, atom 6 (C): -0.51, atom 7 (C): -0.48, atom 8 (C): -0.52, atom 9 (O): -0.36, atom 10 (H): 0.27, atom 11 (H): 0.22, atom 12 (H): 0.42, atom 13 (H): -0.08, atom 14 (H): -0.12, atom 15 (H): 0.33, atom 16 (H): 0.38, atom 17 (H): 0.35, atom 18 (H): 0.44, atom 19 (H): 0.39, atom 20 (H): 0.33, atom 21 (H): 0.20, atom 22 (H): 0.34, atom 23 (H): 0.27, atom 24 (H): 0.26, atom 25 (H): 0.32


# C50H78BN2O25S

A cluster of 8 separate species, C50H78BN2O25S in total (ωB97M-V/def2-TZVPD, the OMol25 dataset).

The total energy is -4365.44277 a.u.

```
! wB97M-V def2-TZVPD RIJCOSX def2/J DEFGRID3
* xyz 1 1
C 3.67876 1.60873 6.14171
O 4.00843 2.28423 4.92367
B 3.79091 1.60492 3.74946
O 2.52330 1.32045 3.31726
C 5.12006 1.18242 2.92098
N 5.47991 -0.21452 3.45208
C 5.37933 -1.23210 2.32922
C 3.96050 -1.83195 2.44694
C 3.88234 -3.14199 1.65258
O 2.57590 -3.20461 1.13992
C 2.23907 -4.46139 0.55656
C 0.77166 -4.36905 0.22601
O 0.03458 -4.52739 1.43583
C -1.12255 -3.77135 1.46012
C -1.27175 -2.80391 2.41864
C -2.39101 -1.99028 2.46375
C -3.39638 -2.14515 1.52778
C -4.64487 -1.27985 1.50401
C -5.13338 -0.97980 0.06339
C -5.75525 -2.16678 2.14914
C -4.55893 -0.02308 2.38253
C -3.53597 1.11729 2.04286
C -4.35838 2.40422 1.78226
C -2.63042 1.41349 3.26922
C -2.65182 0.91795 0.81641
C -3.26041 -3.16036 0.57910
C -2.14380 -3.96583 0.53590
C 5.43094 -0.37363 1.06514
C 5.09208 1.11895 1.37676
C 3.80748 1.60913 0.71198
C 3.89686 1.97237 -0.77361
C 3.85639 0.84035 -1.81824
C 2.80510 -0.23618 -1.53899
C 5.24856 0.23191 -2.13452
N 6.31025 1.85541 0.88073
C 6.35363 3.05502 1.05421
S 6.32269 4.60202 1.26770
H 4.31742 0.73299 6.30554
H 3.84809 2.27867 6.97688
H 2.63802 1.27912 6.13464
H 1.99446 0.75505 3.89388
H 5.88892 1.82252 3.34714
H 4.79614 -0.45734 4.16873
H 6.37403 -0.25269 3.94191
H 6.14812 -1.99566 2.37022
H 3.25851 -1.10865 2.03837
H 3.72925 -2.07663 3.48728
H 4.62005 -3.14762 0.84038
H 4.03599 -3.97686 2.34343
H 2.40727 -5.27440 1.26797
H 2.82183 -4.59156 -0.36017
H 0.60356 -3.35237 -0.13764
H 0.46440 -5.06713 -0.55409
H -0.47094 -2.66597 3.13787
H -2.47602 -1.23432 3.22971
H -4.28006 -0.89051 -0.60642
H -5.69720 -1.83030 -0.31248
H -5.73718 -0.07598 0.04610
H -6.01695 -3.00399 1.50919
H -5.42574 -2.50247 3.13362
H -6.62699 -1.53471 2.33110
H -4.40539 -0.35710 3.40998
H -5.55551 0.41972 2.37678
H -4.81198 2.35126 0.78909
H -3.67365 3.25111 1.76366
H -5.11040 2.56507 2.55122
H -3.09006 1.06509 4.19598
H -2.47611 2.48374 3.39668
H -1.66183 0.91533 3.18381
H -1.98414 0.06139 0.89361
H -2.01423 1.80200 0.72065
H -3.21604 0.84596 -0.11041
H -4.02403 -3.32690 -0.16561
H -2.02870 -4.75140 -0.19974
H 4.77532 -0.79663 0.31268
H 6.44809 -0.40441 0.68563
H 3.52493 2.52854 1.23600
H 3.00252 0.90950 0.91807
H 3.02386 2.59819 -0.97011
H 4.76265 2.60187 -0.97438
H 3.54208 1.31417 -2.74801
H 2.89225 -0.70405 -0.55784
H 1.81292 0.22149 -1.57620
H 2.84060 -0.97758 -2.33400
H 5.30171 -0.82263 -1.86949
H 5.52971 0.41150 -3.16752
H 5.99766 0.74696 -1.52531
C 1.50674 2.62634 -6.17820
C 0.59883 1.44262 -6.43357
O 1.50058 0.33346 -6.29011
C 2.53472 0.72883 -5.52162
O 3.37106 0.00478 -5.07806
O 2.50271 2.06389 -5.31109
H 1.00548 3.45987 -5.69399
H 1.99644 2.98304 -7.08540
H -0.18849 1.35424 -5.68316
H 0.14658 1.44724 -7.41774
C -1.01182 -4.83917 5.87500
C -2.16225 -5.81623 5.75326
O -2.66499 -5.85689 7.09186
C -2.31162 -4.70708 7.71712
O -2.71187 -4.36002 8.77682
O -1.42919 -4.00576 6.95738
H -0.85781 -4.24905 4.97488
H -0.07481 -5.32842 6.15031
H -2.94874 -5.45197 5.09001
H -1.85468 -6.80708 5.43020
C 7.36328 3.35496 -2.78241
C 7.19507 4.77022 -2.26640
O 6.81040 5.48187 -3.44320
C 6.26044 4.59698 -4.31429
O 5.69070 4.89213 -5.30967
O 6.45066 3.32305 -3.87993
H 7.10316 2.59376 -2.04868
H 8.37126 3.16208 -3.15410
H 6.39509 4.85076 -1.53058
H 8.10804 5.18760 -1.84840
C 1.57528 -0.50505 -10.51743
C 0.59450 -1.58107 -10.93912
O -0.34071 -1.58083 -9.85386
C -0.29000 -0.37548 -9.25300
O -1.05208 0.00508 -8.42180
O 0.75242 0.35274 -9.71717
H 1.99865 0.04539 -11.35283
H 2.38333 -0.89393 -9.89628
H 0.06447 -1.32786 -11.85828
H 1.04982 -2.56126 -11.04755
C -4.97979 5.75319 5.16287
C -4.88421 6.85133 4.12522
O -3.58336 6.62580 3.56333
C -3.25760 5.33455 3.76619
O -2.32498 4.78367 3.27057
O -4.13821 4.73799 4.60083
H -5.98992 5.37740 5.29907
H -4.57492 6.05116 6.13152
H -5.62902 6.74628 3.33449
H -4.94794 7.85193 4.54372
C -4.01482 -7.35414 -3.33941
C -4.13049 -7.67559 -1.86267
O -4.14968 -6.37166 -1.27088
C -4.58582 -5.49042 -2.20337
O -4.87553 -4.36001 -1.97946
O -4.64761 -6.07355 -3.42063
H -4.52319 -8.07023 -3.97881
H -2.97827 -7.25443 -3.66613
H -5.06263 -8.18605 -1.61691
H -3.29472 -8.25492 -1.47983
C -5.56646 5.27384 -2.06756
C -6.77134 4.35432 -2.06580
O -7.14141 4.34565 -0.68415
C -6.67090 5.47772 -0.11108
O -6.95073 5.84557 0.98294
O -5.83692 6.13013 -0.95421
H -5.46906 5.85617 -2.97975
H -4.63307 4.73982 -1.88032
H -7.60237 4.75276 -2.64989
H -6.54674 3.34689 -2.40562
*
```

Here are the Mulliken charges for atoms 1 to 99, given in e: atom 1 (C): -0.71, atom 2 (O): -0.53, atom 3 (B): 1.07, atom 4 (O): -0.55, atom 5 (C): -1.23, atom 6 (N): 0.08, atom 7 (C): -0.08, atom 8 (C): -0.29, atom 9 (C): -1.40, atom 10 (O): -0.01, atom 11 (C): -1.00, atom 12 (C): -0.55, atom 13 (O): -0.53, atom 14 (C): -0.03, atom 15 (C): -1.15, atom 16 (C): -0.16, atom 17 (C): 0.04, atom 18 (C): 2.91, atom 19 (C): -2.21, atom 20 (C): -1.98, atom 21 (C): -3.04, atom 22 (C): 3.95, atom 23 (C): -2.47, atom 24 (C): -1.69, atom 25 (C): -2.15, atom 26 (C): -0.51, atom 27 (C): -0.58, atom 28 (C): -1.51, atom 29 (C): 3.33, atom 30 (C): -1.57, atom 31 (C): -1.48, atom 32 (C): 1.69, atom 33 (C): -1.55, atom 34 (C): -1.41, atom 35 (N): -0.78, atom 36 (C): 0.47, atom 37 (S): -0.32, atom 38 (H): 0.28, atom 39 (H): 0.26, atom 40 (H): 0.27, atom 41 (H): 0.25, atom 42 (H): 0.27, atom 43 (H): 0.19, atom 44 (H): 0.44, atom 45 (H): 0.63, atom 46 (H): -0.21, atom 47 (H): 0.98, atom 48 (H): 0.34, atom 49 (H): 0.49, atom 50 (H): 0.34, atom 51 (H): 0.40, atom 52 (H): 0.44, atom 53 (H): 0.38, atom 54 (H): 0.72, atom 55 (H): 0.71, atom 56 (H): 0.44, atom 57 (H): 0.60, atom 58 (H): 0.28, atom 59 (H): 0.39, atom 60 (H): 0.40, atom 61 (H): 0.52, atom 62 (H): 0.46, atom 63 (H): 0.61, atom 64 (H): 0.43, atom 65 (H): 0.53, atom 66 (H): 0.50, atom 67 (H): 0.38, atom 68 (H): 0.28, atom 69 (H): 0.27, atom 70 (H): 0.19, atom 71 (H): 0.60, atom 72 (H): 0.21, atom 73 (H): 0.66, atom 74 (H): 0.39, atom 75 (H): -0.36, atom 76 (H): 0.28, atom 77 (H): 0.73, atom 78 (H): 0.42, atom 79 (H): 0.57, atom 80 (H): 0.18, atom 81 (H): 0.28, atom 82 (H): -0.03, atom 83 (H): 0.46, atom 84 (H): 0.46, atom 85 (H): 0.31, atom 86 (H): 0.27, atom 87 (H): 0.11, atom 88 (C): -0.40, atom 89 (C): -0.15, atom 90 (O): -0.31, atom 91 (C): 0.63, atom 92 (O): -0.54, atom 93 (O): -0.29, atom 94 (H): 0.31, atom 95 (H): 0.30, atom 96 (H): 0.23, atom 97 (H): 0.22, atom 98 (C): 0.31, atom 99 (C): -0.30


# C5H5N3

The molecule C5H5N3 (ωB97M-V/def2-TZVPD, the OMol25 dataset).

As for the SMILES: C=Cc1cncnn1. As for the energy above the lowest of the compared OMol25 structures with the same formula, charge and spin: 87.9 kcal per mole.

```
! wB97M-V def2-TZVPD RIJCOSX def2/J DEFGRID3
* xyz 0 1
C 2.34774 0.20330 0.00471
C 1.38138 -0.87862 -0.00206
C 0.12386 -0.46838 -0.08078
C -0.40058 0.92045 -0.16921
N -1.68402 1.14505 -0.08316
C -2.52237 0.11006 0.01215
N -2.13789 -1.25429 0.04595
N -0.81582 -1.40643 -0.29925
H 3.30077 0.07558 0.08943
H 1.98057 1.30537 0.20086
H 1.69757 -1.84310 0.17751
H 0.30886 1.83023 -0.38934
H -3.58005 0.26077 0.49318
*
```

Atomic charges from the Mulliken analysis, expressed in e, are listed below: atom 1 (C): -0.79, atom 2 (C): -0.32, atom 3 (C): 0.85, atom 4 (C): 0.02, atom 5 (N): -0.50, atom 6 (C): 0.01, atom 7 (N): -0.42, atom 8 (N): -0.30, atom 9 (H): 0.38, atom 10 (H): 0.09, atom 11 (H): 0.47, atom 12 (H): 0.23, atom 13 (H): 0.30


# C4H6O2

The molecule C4H6O2 (ωB97M-V/def2-TZVPD, the OMol25 dataset).

As for the SMILES: O=C1CC[C@@H]1O. As for the energy above the lowest of the compared OMol25 structures with the same formula, charge and spin: 32.5 kcal per mole.

```
! wB97M-V def2-TZVPD RIJCOSX def2/J DEFGRID3
* xyz 0 1
O -2.21325 -0.74805 0.23662
C -1.10507 -0.37283 -0.03502
C 0.05170 -0.97341 -0.83979
C 0.94853 0.18752 -0.34208
C -0.26325 0.86042 0.37032
O -0.17628 1.20315 1.72234
H 0.33433 -1.97593 -0.50140
H -0.13317 -1.01269 -1.91702
H 1.40939 0.79276 -1.12657
H 1.72669 -0.12377 0.36147
H -0.60862 1.75837 -0.15520
H 0.02900 0.40444 2.22634
*
```

Atomic charges from the Mulliken analysis, expressed in e, are listed below: atom 1 (O): -0.53, atom 2 (C): 0.20, atom 3 (C): -0.32, atom 4 (C): -0.62, atom 5 (C): 0.13, atom 6 (O): -0.52, atom 7 (H): 0.24, atom 8 (H): 0.25, atom 9 (H): 0.25, atom 10 (H): 0.26, atom 11 (H): 0.35, atom 12 (H): 0.32


# C5H13NO

A cluster of 2 separate species, C5H13NO in total (ωB97M-V/def2-TZVPD, the OMol25 dataset).

As for the SMILES: C/C=C/CCN.O. As for the energy above the lowest of the compared OMol25 structures with the same formula, charge and spin: 62.2 kcal per mole.

```
! wB97M-V def2-TZVPD RIJCOSX def2/J DEFGRID3
* xyz 0 1
C 2.25343 1.38707 0.65632
C 0.85515 1.73009 0.95696
C -0.08442 0.80612 1.12886
C -1.48785 1.26333 1.35142
C -2.62403 0.38666 0.76515
N -2.24986 -0.28283 -0.55811
H 2.83016 2.23338 0.27295
H 2.36465 0.71710 -0.16617
H 2.90162 0.94481 1.37684
H 0.62037 2.78355 0.79653
H -0.05258 -0.26114 0.95710
H -1.82423 1.45969 2.38900
H -1.69741 2.37383 1.10597
H -3.47893 1.08761 0.58908
H -3.00835 -0.28263 1.57598
H -2.00645 0.43231 -1.30380
H -1.30045 -0.85114 -0.42285
O 2.96139 -5.32386 -4.06803
H 2.13764 -4.95390 -4.27714
H 2.89014 -5.65007 -3.12608
*
```

Atomic charges from the Mulliken analysis, expressed in e, are listed below: atom 1 (C): -1.22, atom 2 (C): -0.26, atom 3 (C): -0.32, atom 4 (C): -0.42, atom 5 (C): -0.59, atom 6 (N): -0.62, atom 7 (H): 0.32, atom 8 (H): 0.32, atom 9 (H): 0.33, atom 10 (H): 0.30, atom 11 (H): 0.45, atom 12 (H): 0.32, atom 13 (H): 0.28, atom 14 (H): 0.30, atom 15 (H): 0.26, atom 16 (H): 0.27, atom 17 (H): 0.29, atom 18 (O): -0.64, atom 19 (H): 0.31, atom 20 (H): 0.33


# C4H5NO3

A structure of composition C4H5NO3 (ωB97M-V/def2-TZVPD, the OMol25 dataset).

As for the energy above the lowest of the compared OMol25 structures with the same formula, charge and spin: 119.6 kcal per mole.

```
! wB97M-V def2-TZVPD RIJCOSX def2/J DEFGRID3
* xyz 0 1
C -1.55609 -0.91655 -0.09268
C 0.43776 1.32202 0.73580
C 0.69034 -0.41294 -0.67304
C 0.51106 1.05233 -0.64845
O -0.35065 -1.27879 -0.75650
N 1.10708 -0.02307 0.86437
O 2.14611 -0.25156 1.43812
O 0.18463 2.13756 1.56007
H 1.51296 -0.83937 -1.25149
H 0.91145 1.72796 -1.38439
H -1.40809 -0.87303 0.98985
H -2.27036 -1.69902 -0.33733
H -1.91619 0.05447 -0.44431
*
```

Atomic charges from the Mulliken analysis, expressed in e, are listed below: atom 1 (C): -0.67, atom 2 (C): 0.57, atom 3 (C): 0.27, atom 4 (C): -0.73, atom 5 (O): -0.36, atom 6 (N): 0.42, atom 7 (O): -0.51, atom 8 (O): -0.54, atom 9 (H): 0.39, atom 10 (H): 0.30, atom 11 (H): 0.28, atom 12 (H): 0.27, atom 13 (H): 0.31


# C2H6N2

A cluster of 2 separate species, C2H6N2 in total (ωB97M-V/def2-TZVPD, the OMol25 dataset).

As for the SMILES: C=N.C=N. As for the energy above the lowest of the compared OMol25 structures with the same formula, charge and spin: 67.8 kcal per mole.

```
! wB97M-V def2-TZVPD RIJCOSX def2/J DEFGRID3
* xyz 0 1
C 4.74114 0.11780 -0.00754
N 4.18863 1.01920 -0.72599
H 5.71711 0.39138 0.39454
H 4.17120 -0.76527 0.25683
H 4.83751 1.80850 -0.69168
C -4.74675 -0.26834 -0.14858
N -4.50553 -1.40221 0.35193
H -5.10575 -0.09244 -1.16574
H -4.59388 0.66778 0.39122
H -4.70369 -1.47641 1.34500
*
```

Atomic charges from the Mulliken analysis, expressed in e, are listed below: atom 1 (C): -0.24, atom 2 (N): -0.46, atom 3 (H): 0.19, atom 4 (H): 0.26, atom 5 (H): 0.25, atom 6 (C): -0.21, atom 7 (N): -0.48, atom 8 (H): 0.23, atom 9 (H): 0.21, atom 10 (H): 0.25